1.
ORCA calculation (wB97M-V/def2-TZVPD) on a cluster of 6 separate species, C8H25F3N8O7 in total.

Structure (ORCA input):
```
! wB97M-V def2-TZVPD RIJCOSX def2/J DEFGRID3
* xyz 0 1
O -0.0089 1.1981 -0.2911
H -0.9482 0.8682 -0.2921
H 0.5688 0.5187 0.1860
H 0.3303 1.4868 -1.1647
C 1.4612 -1.4049 1.4671
O 0.2373 -1.1293 2.1508
O 1.9176 -0.2676 0.8993
C 2.3815 -2.2032 2.3933
F 2.6062 -1.6350 3.5975
F 1.7720 -3.3870 2.7279
F 3.5650 -2.4583 1.8336
C -0.9423 -1.7712 1.7172
C -2.0929 -1.3825 2.6321
H -3.0167 -1.7213 2.1628
H -2.0524 -1.7514 3.6585
H -2.0449 -0.3096 2.8399
H -0.8420 -2.8621 1.7959
H -1.0795 -1.5183 0.6603
H 1.2630 -2.1354 0.6572
C 2.3291 3.3047 2.2283
O 3.4655 3.2230 1.7630
N 1.7686 4.4039 2.7625
N 1.5334 2.1899 2.3465
H 2.4371 5.1602 2.8177
H 1.0365 4.4138 3.4427
H 0.5871 2.3941 2.6180
H 1.7449 1.2067 2.1692
C -3.7052 0.6866 -0.5869
O -2.4848 0.4948 -0.6373
N -4.6197 -0.2592 -0.2459
N -4.2392 1.9078 -0.8425
H -5.5741 0.0259 -0.3208
H -4.3056 -1.2120 -0.3206
H -5.2157 2.0147 -0.6525
H -3.6103 2.6921 -0.8027
C 2.5973 1.3328 -3.0043
O 1.6971 1.9310 -2.3948
N 2.7203 -0.0087 -2.9293
N 3.5586 1.9686 -3.6893
H 1.8404 -0.4762 -2.7175
H 3.3795 -0.4960 -3.5075
H 3.6948 2.9429 -3.4736
H 4.3046 1.5065 -4.1705
C -0.7308 -1.9978 -2.3046
O 0.1594 -1.1699 -2.1060
N -0.8990 -3.0605 -1.5035
N -1.5141 -2.0293 -3.4318
H -1.6959 -3.6693 -1.5142
H -0.2590 -3.1778 -0.7343
H -1.3118 -1.4101 -4.1965
H -1.7640 -2.9679 -3.6928
*
```

Properties
LUMO level = -0.07 eV
ΔE to the lowest compared entry with this formula, charge and spin = 4.1 kcal per mole
Gap between HOMO and LUMO = 0.27445 Ha

2.
ORCA calculation (wB97M-V/def2-TZVPD) on a cluster of 2 separate species, C2H2ClNO in total.

Structure (ORCA input):
```
! wB97M-V def2-TZVPD RIJCOSX def2/J DEFGRID3
* xyz 0 1
C 2.1025 0.1065 -0.0104
C -0.7537 -0.1369 0.3019
N 3.2455 0.1685 0.0092
O -1.3510 0.8737 -0.4066
Cl -0.8337 -1.8010 -0.0387
H -0.7830 0.1969 1.4100
H -1.6266 0.5923 -1.2655
*
```

Properties
LUMO level (spin up / spin down) = -2.57 / -2.53 eV
ΔE to the lowest compared entry with this formula, charge and spin = 88.7 kcal per mole
Gap between HOMO and LUMO (spin up / spin down) = 0.25407 / 0.25756 Ha

3.
ORCA calculation (wB97M-V/def2-TZVPD) on a structure of composition C20H15BrI2NO8P.

Structure (ORCA input):
```
! wB97M-V def2-TZVPD RIJCOSX def2/J DEFGRID3
* xyz 0 1
N 2.2434 -2.9880 1.6001
P 1.0869 -2.3285 0.8024
C 0.8182 -0.5198 1.1238
Br -0.2010 -0.4474 2.7667
I -0.3673 0.3508 -0.4525
O 1.9815 0.1854 1.4160
C 2.7570 0.7645 0.4639
O 3.0896 1.8970 0.5348
I 3.4074 -0.4346 -1.1417
H 2.7627 -2.3693 2.2088
H 1.2291 -2.4321 -0.5845
H -0.1728 -2.8605 1.0267
C 6.0605 4.5258 -4.2788
C 5.6489 3.3585 -4.7642
C 4.7318 2.4841 -3.9880
O 4.3603 1.4165 -4.4269
C 4.2909 2.9635 -2.6543
C 4.7034 4.1293 -2.1664
C 5.6208 5.0053 -2.9406
O 5.9977 6.0697 -2.5031
H 6.7289 5.1811 -4.8225
H 5.9557 2.9879 -5.7340
H 3.6264 2.3052 -2.1102
H 4.3967 4.4934 -1.1941
C -4.0908 -6.3101 -0.8645
C -3.6317 -5.0627 -0.8819
C -2.4292 -4.6767 -0.1027
O -2.0129 -3.5366 -0.1191
C -1.7543 -5.7316 0.6962
C -2.2130 -6.9792 0.7136
C -3.4182 -7.3692 -0.0658
O -3.8355 -8.5048 -0.0515
H -4.9656 -6.6181 -1.4227
H -4.1021 -4.2741 -1.4549
H -0.8778 -5.4280 1.2560
H -1.7404 -7.7662 1.2869
C -4.0035 4.1224 1.6464
C -4.0732 4.6118 2.8805
C -3.8837 3.7387 4.0692
O -3.9494 4.1843 5.1929
C -3.6115 2.2979 3.8248
C -3.5420 1.8086 2.5907
C -3.7323 2.6820 1.4038
O -3.6640 2.2323 0.2810
H -4.1377 4.7370 0.7655
H -4.2688 5.6567 3.0842
H -3.4757 1.6836 4.7059
H -3.3437 0.7643 2.3846
*
```

Properties
LUMO level = -1.78 eV
Gap between HOMO and LUMO = 0.27000 Ha

4.
ORCA calculation (wB97M-V/def2-TZVPD) on a structure of composition C16H25BaF9NO7S2.

Structure (ORCA input):
```
! wB97M-V def2-TZVPD RIJCOSX def2/J DEFGRID3
* xyz 1 1
Ba 3.2859 2.9553 0.1924
F 0.9738 1.8605 -0.8029
O 4.4673 0.1491 -1.0123
S 4.2111 -0.7718 -2.1682
O 5.3348 -1.2887 -2.9769
O 3.2070 -2.0202 -1.6688
C 2.1595 -1.7112 -0.7952
C 1.1678 -2.9016 -0.8699
C 3.0915 0.1552 -3.2992
H 1.6322 -0.7781 -0.9936
H 2.6057 -1.6635 0.1981
H 1.6209 -3.8163 -0.4875
H 0.8199 -3.1447 -1.8739
H 0.2942 -2.7025 -0.2491
H 3.7297 1.0333 -3.3980
H 2.1295 0.4185 -2.8597
H 3.0181 -0.1988 -4.3275
O -1.6427 -0.0289 3.1758
S -2.8210 0.3944 2.3488
O -3.7482 -0.5705 1.7800
O -3.6800 1.4488 3.1779
C -3.0231 2.3419 4.0535
C -3.9323 2.4521 5.2590
C -2.2067 1.5986 1.0218
H -2.9662 3.2893 3.5175
H -2.0288 2.0587 4.3986
H -3.9978 1.5086 5.8008
H -4.9698 2.6843 5.0189
H -3.5150 3.2387 5.8878
H -1.1807 1.2692 0.8576
H -2.1432 2.5693 1.5135
H -2.9028 1.5050 0.1883
N 3.3455 0.8671 1.9774
C 4.2522 0.0877 2.6295
C 3.9151 -0.9668 3.4919
C 2.5960 -1.4202 3.4999
C 1.6193 -0.6396 2.8301
C 2.0836 0.4780 2.1419
H 5.2818 0.3161 2.3965
H 4.7183 -1.5475 3.9209
H 2.3698 -2.3436 4.0123
H 0.5800 -0.9260 2.8951
H 1.4502 1.0235 1.4580
C -1.2198 0.1483 -2.6774
C -0.8562 0.6238 -4.1032
C -0.2467 2.0288 -4.0628
F 0.4017 2.4057 -5.1969
F -1.1254 2.9995 -3.7669
F 0.1377 -0.1683 -4.3769
F -1.8184 0.5087 -4.9486
O -1.8447 -1.1381 -2.7640
C -2.7044 -1.5104 -1.6553
C -3.3721 -2.8570 -2.0514
F -2.6785 -3.7586 -2.7365
F -4.0226 -3.5638 -1.1282
F -2.0891 -1.6010 -0.4999
F -3.7480 -0.7552 -1.4913
H -2.0080 0.8242 -2.3458
H -0.3842 0.1134 -1.9783
H 0.5034 2.0679 -3.2729
H -4.1269 -2.6306 -2.8045
*
```

Properties
LUMO level = -4.54 eV
ΔE to the lowest compared entry with this formula, charge and spin = 0.0 kcal per mole
Gap between HOMO and LUMO = 0.31774 Ha

5.
ORCA calculation (wB97M-V/def2-TZVPD) on a structure of composition C28H19F6N7O8OsS2.

Structure (ORCA input):
```
! wB97M-V def2-TZVPD RIJCOSX def2/J DEFGRID3
* xyz 0 5
Os 0.0323 -0.2961 -0.0635
C -2.1857 1.3532 -4.2254
C -2.0661 2.7382 -4.0879
C -1.1751 3.2584 -3.1883
C -0.3830 2.4319 -2.3731
N -0.5112 1.0967 -2.5876
C -1.3806 0.5554 -3.4681
N 0.4481 3.0312 -1.4938
C 0.9757 2.7082 -0.3576
N 0.9479 1.5669 0.4072
C 1.6638 1.7900 1.5705
N 1.9771 0.9488 2.5188
C 1.6847 -0.3310 2.6445
C 2.3928 -1.0873 3.6371
C 2.5524 -2.4175 3.7906
C 2.0155 -3.5230 2.9621
C 0.7249 -3.4207 2.2775
N 0.7627 -1.0352 1.7617
C 2.1572 3.1640 1.5730
C 2.9037 3.8779 2.4968
C 3.2253 5.1876 2.1737
C 2.8152 5.7582 0.9655
C 2.0699 5.0340 0.0457
C 1.7537 3.7290 0.3750
H -2.8965 0.8953 -4.8955
H -2.6823 3.4002 -4.6805
H -1.0663 4.3207 -3.0338
H -1.3906 -0.5221 -3.4893
H 2.9299 -0.4408 4.3201
H 3.1878 -2.7401 4.6075
H 2.7522 -4.2129 2.5619
H 0.5577 -4.0037 1.3766
H 3.2169 3.4262 3.4282
H 3.8040 5.7827 2.8680
H 3.0840 6.7836 0.7486
H 1.7427 5.4622 -0.8918
C -1.0642 -2.0195 -0.4743
H -1.7993 -2.2055 0.3183
H -0.4049 -2.8841 -0.5548
H -1.6089 -1.9125 -1.4139
F -6.2811 0.0275 -2.7737
C -5.9591 -0.7553 -1.7551
F -6.5499 -0.3024 -0.6446
F -6.3971 -1.9887 -2.0058
S -4.1268 -0.8544 -1.4483
O 0.3184 0.2241 -1.9599
O -3.5827 -1.3398 -2.7261
N -4.0127 0.7904 -1.3975
S -3.0794 1.4979 -0.4071
O -1.8266 0.7893 -0.0655
O -2.9126 2.8841 -0.7005
C -3.9505 1.4539 1.2128
F -3.2063 2.0281 2.1601
F -5.1036 2.0990 1.1186
F -4.1946 0.1836 1.5557
O 0.8452 -4.1816 3.4728
C 0.0497 -2.1127 2.3940
O 1.4446 -1.4538 0.5766
C -1.0684 -1.8103 3.1928
C -1.7974 -2.8576 3.8083
C -2.8764 -2.5819 4.6138
C -3.2294 -1.2564 4.8306
C -2.5434 -0.2022 4.2490
C -1.4779 -0.4756 3.4213
N -4.3773 -0.9594 5.6990
O -4.9568 -1.8992 6.2061
O -4.6638 0.2083 5.8728
H -1.4967 -3.8823 3.6507
H -3.4462 -3.3693 5.0836
H -2.8619 0.8110 4.4399
H -0.9579 0.3483 2.9498
*
```

Properties
LUMO level (spin up / spin down) = -0.95 / -2.17 eV
ΔE to the lowest compared entry with this formula, charge and spin = 143.1 kcal per mole
Gap between HOMO and LUMO (spin up / spin down) = 0.24337 / 0.25758 Ha

6.
ORCA calculation (wB97M-V/def2-TZVPD) on a cluster of 4 separate species, C4H14NO3 in total.

Structure (ORCA input):
```
! wB97M-V def2-TZVPD RIJCOSX def2/J DEFGRID3
* xyz 1 1
C 3.3188 -1.0216 2.9891
C 2.1845 -0.4900 2.2145
C 2.0653 -0.6727 0.8950
N 0.9994 -0.0299 0.2192
C 0.6259 -0.3826 -0.9427
H 4.3212 -0.7060 2.6876
H 3.3027 -0.9612 4.0813
H 3.4256 -2.1145 2.9244
H 1.4876 0.1357 2.7746
H 2.4183 -1.6184 0.5210
H 0.4147 0.6661 0.6926
H -0.0772 0.2181 -1.5060
H 1.0887 -1.0907 -1.6145
H -2.0297 0.7965 1.7137
H -1.5922 1.4353 0.3976
O -1.3887 0.6746 1.0032
H -3.4710 -0.7308 -5.4353
H -4.0383 0.5607 -5.7761
O -4.0546 -0.0630 -5.0378
H -3.1023 1.0474 -1.2133
H -3.2648 2.4988 -0.6318
O -2.6339 1.8482 -0.9562
*
```

Properties
LUMO level = -4.53 eV
ΔE to the lowest compared entry with this formula, charge and spin = 50.3 kcal per mole
Gap between HOMO and LUMO = 0.33917 Ha

7.
ORCA calculation (wB97M-V/def2-TZVPD) on a cluster of 2 separate species, C4H13N2O in total.

Structure (ORCA input):
```
! wB97M-V def2-TZVPD RIJCOSX def2/J DEFGRID3
* xyz 1 1
C 0.9460 2.5788 -0.2253
O 0.7860 2.7326 -1.6233
C 0.5888 1.1457 0.1235
N 0.5418 0.9737 1.5690
H 1.9689 2.7805 0.0935
H 0.3051 3.2654 0.3394
H 0.8735 3.6663 -1.8352
H -0.3474 0.9084 -0.3941
H 1.3873 0.5072 -0.2720
H 1.0872 0.2510 2.0060
H -0.3483 1.1199 2.0158
C -0.4260 -2.9182 -0.9348
C -1.6571 -1.5667 0.6550
N -0.5577 -1.8985 0.1223
H 0.5031 -3.4602 -0.8067
H -0.3759 -2.3789 -1.8772
H -1.2862 -3.5775 -0.9213
H -2.5447 -2.1655 0.4850
H -1.7159 -0.6440 1.2166
H 0.2716 -1.3201 0.2637
*
```

Properties
LUMO level = -5.19 eV
ΔE to the lowest compared entry with this formula, charge and spin = 69.8 kcal per mole
Gap between HOMO and LUMO = 0.28593 Ha

8.
ORCA calculation (wB97M-V/def2-TZVPD) on a structure of composition C5H11NOS.

Structure (ORCA input):
```
! wB97M-V def2-TZVPD RIJCOSX def2/J DEFGRID3
* xyz 0 1
C 2.5288 0.5546 -1.8525
C -1.5904 -0.9624 0.6571
C -1.3343 -1.9257 -0.4619
C -0.1942 -1.2727 0.2350
C 0.4835 2.5933 0.5768
N 0.4150 1.1217 0.6791
O -0.4676 0.5079 -1.6883
S 0.5359 0.1765 -0.7138
H 2.7905 -0.1645 -2.6222
H 3.1455 0.2688 -0.9810
H -1.7649 0.0453 0.4516
H -1.8531 -1.5856 1.4938
H -1.3910 -3.0205 -0.4804
H -1.2933 -1.6715 -1.5446
H 0.6397 -1.7735 0.6960
H 1.3813 2.9655 0.2614
H -0.1760 2.9415 -0.2653
H 0.0625 3.1253 1.5077
H 0.9229 0.6688 1.4807
*
```

Properties
LUMO level = 0.36 eV
ΔE to the lowest compared entry with this formula, charge and spin = 185.8 kcal per mole
Gap between HOMO and LUMO = 0.31002 Ha

| no. | E (Eh) | molar mass (g mol⁻¹) |
| --- | --- | --- |
| 1 | -1584.27367 | 402.33 |
| 2 | -667.42390 | 91.50 |
| 3 | -4938.38471 | 762.02 |
| 4 | -2926.50262 | 715.82 |
| 5 | -3549.50331 | 949.85 |
| 6 | -440.97826 | 124.16 |
| 7 | -344.65568 | 105.16 |
| 8 | -725.02874 | 133.22 |